C41H80B6F24N13O | ωB97M-V with the def2-TZVPD basis set

Each line ends with the Löwdin charge.
CARTESIAN COORDINATES (ANGSTROEM)
C (-13.509, -11.086, -0.124)  -0.05
C (-12.371, -10.027, -0.069)  -0.18
N (-12.532, -8.940, 0.825)  -0.07
C (-11.777, -7.802, 0.912)  -0.03
C (-12.380, -6.869, 1.721)  0.03
N (-13.536, -7.502, 2.235)  -0.04
C (-13.594, -8.766, 1.755)  0.05
C (-14.638, -6.818, 3.058)  0.08
H (-13.592, -11.674, 0.791)  0.08
H (-13.426, -11.693, -1.025)  0.09
H (-14.482, -10.596, -0.130)  0.07
H (-12.372, -9.411, -0.968)  0.13
H (-11.337, -10.372, -0.075)  0.13
H (-10.863, -7.694, 0.347)  0.14
H (-12.095, -5.865, 1.997)  0.12
H (-14.426, -9.452, 1.816)  0.15
H (-15.302, -6.222, 2.431)  0.09
H (-14.119, -6.064, 3.650)  0.10
H (-15.055, -7.620, 3.667)  0.11
C (-16.845, 6.131, 1.565)  -0.05
C (-17.510, 6.160, 2.937)  -0.16
N (-17.935, 4.832, 3.310)  -0.08
C (-17.758, 4.254, 4.590)  0.07
C (-18.305, 2.945, 4.534)  0.05
N (-18.832, 2.823, 3.274)  -0.11
C (-18.616, 4.010, 2.523)  0.01
C (-19.667, 1.803, 2.763)  -0.01
H (-16.456, 7.082, 1.201)  0.09
H (-17.551, 5.826, 0.793)  0.07
H (-15.915, 5.563, 1.611)  0.09
H (-18.415, 6.763, 3.017)  0.14
H (-16.774, 6.400, 3.705)  0.14
H (-17.245, 4.721, 5.418)  0.14
H (-18.482, 2.219, 5.314)  0.13
H (-19.005, 4.273, 1.551)  0.16
H (-20.142, 1.408, 3.661)  0.12
H (-19.100, 1.111, 2.140)  0.07
H (-20.374, 2.390, 2.177)  0.10
C (-12.956, -2.760, 9.544)  -0.03
C (-12.880, -4.049, 10.474)  -0.07
N (-11.448, -4.595, 10.521)  -0.02
C (-11.108, -5.928, 10.429)  0.01
C (-9.810, -6.007, 10.903)  -0.01
N (-9.333, -4.719, 11.094)  -0.09
C (-10.356, -3.875, 10.851)  0.01
C (-7.939, -4.391, 11.354)  0.00
H (-12.535, -3.005, 8.569)  0.05
H (-12.251, -2.023, 9.928)  0.07
H (-13.955, -2.335, 9.446)  0.09
H (-13.409, -4.885, 10.015)  0.10
H (-13.151, -3.904, 11.519)  0.12
H (-11.700, -6.793, 10.165)  0.14
H (-9.089, -6.780, 11.125)  0.13
H (-10.304, -2.802, 10.958)  0.16
H (-7.465, -5.071, 12.061)  0.10
H (-7.857, -3.389, 11.775)  0.10
H (-7.372, -4.198, 10.443)  0.11
C (-7.257, 1.101, 3.365)  -0.05
C (-8.707, 1.075, 3.970)  -0.15
N (-9.491, 0.032, 3.419)  -0.04
C (-10.047, -1.022, 4.174)  0.08
C (-10.499, -1.870, 3.145)  -0.04
N (-10.492, -1.307, 1.916)  -0.07
C (-9.845, -0.071, 2.068)  0.07
C (-10.950, -1.932, 0.683)  0.01
H (-6.685, 0.267, 3.771)  0.07
H (-6.482, 1.809, 3.658)  0.08
H (-7.240, 0.904, 2.292)  0.06
H (-9.253, 1.988, 3.732)  0.14
H (-8.628, 1.027, 5.056)  0.13
H (-9.863, -1.151, 5.230)  0.13
H (-10.987, -2.827, 3.254)  0.12
H (-9.612, 0.518, 1.193)  0.15
H (-11.983, -1.618, 0.534)  0.06
H (-11.061, -3.015, 0.721)  0.10
H (-10.338, -1.545, -0.131)  0.10
C (-13.208, -3.608, -3.468)  -0.04
C (-13.910, -3.175, -2.097)  -0.12
N (-14.638, -1.857, -2.181)  0.01
C (-14.690, -0.814, -1.200)  0.05
C (-15.389, 0.334, -1.699)  0.02
N (-15.602, 0.058, -3.011)  -0.14
C (-15.182, -1.190, -3.248)  -0.03
C (-16.278, 0.901, -3.871)  -0.01
H (-12.606, -2.761, -3.798)  0.08
H (-13.982, -4.070, -4.080)  0.08
H (-12.494, -4.356, -3.123)  0.08
H (-13.162, -3.105, -1.307)  0.10
H (-14.654, -3.898, -1.763)  0.12
H (-14.175, -0.996, -0.268)  0.11
H (-15.474, 1.274, -1.173)  0.14
H (-15.234, -1.604, -4.244)  0.16
H (-16.934, 1.602, -3.354)  0.11
H (-16.915, 0.229, -4.446)  0.11
H (-15.618, 1.421, -4.565)  0.12
C (-13.856, -3.115, 6.049)  -0.03
C (-13.042, -1.730, 6.263)  -0.09
N (-13.677, -0.660, 5.475)  0.01
C (-13.270, 0.699, 5.482)  0.04
C (-13.800, 1.365, 4.416)  0.03
N (-14.708, 0.458, 3.812)  -0.07
C (-14.560, -0.730, 4.461)  -0.01
C (-15.618, 0.693, 2.744)  -0.01
H (-14.882, -3.035, 6.406)  0.08
H (-13.290, -3.830, 6.647)  0.06
H (-14.172, -3.585, 5.118)  0.05
H (-12.061, -1.850, 5.804)  0.10
H (-12.901, -1.439, 7.303)  0.10
H (-12.543, 1.164, 6.132)  0.12
H (-13.716, 2.387, 4.078)  0.12
H (-15.104, -1.642, 4.263)  0.14
H (-16.665, 0.504, 2.980)  0.07
H (-15.388, -0.066, 1.996)  0.07
H (-15.366, 1.718, 2.471)  0.10
C (-19.016, -3.148, -0.927)  -0.03
N (-19.415, -2.012, -0.048)  -0.27
C (-18.053, -1.489, 0.591)  0.03
C (-19.909, -0.821, -0.995)  0.05
C (-20.303, -2.327, 1.168)  -0.05
C (-21.663, -3.060, 0.895)  -0.21
O (-21.418, -4.373, 0.431)  -0.06
H (-18.940, -4.080, -0.367)  0.11
H (-18.110, -3.011, -1.517)  0.09
H (-19.800, -3.397, -1.641)  0.10
H (-17.306, -1.313, -0.184)  0.07
H (-17.655, -2.284, 1.222)  0.11
H (-18.140, -0.711, 1.350)  0.07
H (-20.150, 0.108, -0.480)  0.09
H (-20.856, -1.067, -1.476)  0.10
H (-19.099, -0.740, -1.720)  0.09
H (-20.466, -1.307, 1.516)  0.13
H (-19.808, -2.978, 1.888)  0.15
H (-22.328, -2.531, 0.213)  0.12
H (-22.235, -3.165, 1.817)  0.13
H (-22.251, -4.621, 0.023)  0.10
B (-12.178, 3.230, 0.895)  -1.35
F (-11.125, 2.482, 1.280)  0.15
F (-11.878, 4.547, 0.609)  0.13
F (-12.710, 2.492, -0.217)  0.03
F (-13.086, 3.241, 1.935)  0.11
B (-11.204, 3.420, 7.160)  -1.42
F (-10.826, 4.635, 7.650)  0.13
F (-11.877, 3.710, 6.024)  0.14
F (-10.257, 2.369, 7.009)  0.07
F (-12.035, 2.880, 8.087)  0.13
B (-13.933, -3.285, 2.005)  -1.36
F (-13.114, -3.704, 3.038)  0.13
F (-13.623, -4.091, 0.839)  0.04
F (-15.295, -3.468, 2.340)  0.10
F (-13.738, -1.972, 1.759)  0.15
B (-14.447, -7.128, 7.740)  -1.39
F (-14.269, -5.751, 7.893)  0.09
F (-14.067, -7.863, 8.813)  0.15
F (-15.857, -7.295, 7.523)  0.04
F (-13.779, -7.491, 6.636)  0.15
B (-18.442, -1.388, 5.249)  -1.41
F (-19.607, -2.102, 5.517)  0.11
F (-18.442, -1.233, 3.902)  0.12
F (-18.572, -0.144, 5.931)  0.07
F (-17.313, -1.974, 5.639)  0.20
B (-9.650, -1.246, 8.229)  -1.42
F (-9.217, -1.167, 9.587)  0.06
F (-8.609, -0.668, 7.546)  0.13
F (-9.879, -2.568, 7.916)  0.12
F (-10.803, -0.585, 8.046)  0.17

Values from the calculation:
**F_max**: 6.2 eV Å⁻¹
**HOMO-LUMO gap**: 6.36 eV
**Charge**: +1
**Relative energy (zero: lowest compared OMol25 entry of this formula, charge and spin)**: 837.3 kJ/mol
**Molar mass**: 1292.01 g mol⁻¹

C41H80BBr4N4O25 | ωB97M-V with the def2-TZVPD basis set

Each line ends with the Löwdin charge.
CARTESIAN COORDINATES (ANGSTROEM)
O (2.971, -2.182, 2.246)  0.12
C (2.253, -1.422, 1.644)  -0.35
O (1.580, -1.675, 0.487)  0.19
B (0.834, -0.470, 0.034)  -0.86
O (1.085, 0.478, 1.176)  0.22
C (1.874, -0.012, 2.080)  -0.41
O (2.194, 0.534, 3.114)  0.14
O (-0.533, -0.911, -0.201)  0.21
C (-0.870, -0.867, -1.455)  -0.36
O (-1.962, -1.143, -1.953)  0.14
C (0.311, -0.106, -2.136)  -0.34
O (1.275, 0.011, -1.289)  0.22
O (0.320, 0.313, -3.328)  0.06
C (-0.758, -2.627, 2.744)  -0.06
O (-0.396, -2.549, 4.108)  -0.24
C (-1.444, -2.164, 4.999)  -0.21
C (-0.804, -1.846, 6.294)  -0.22
N (0.091, -0.720, 6.221)  -0.04
C (0.775, -0.316, 7.406)  -0.20
C (1.672, -1.414, 8.000)  -0.23
O (2.937, -1.473, 7.386)  -0.20
C (3.872, -2.229, 8.151)  -0.12
H (-0.829, -1.648, 2.270)  0.08
H (-1.775, -2.998, 2.622)  0.11
H (-0.019, -3.235, 2.221)  0.08
H (-2.144, -2.993, 5.109)  0.13
H (-2.018, -1.358, 4.543)  0.11
H (-0.283, -2.780, 6.509)  0.08
H (-1.460, -1.723, 7.156)  0.13
H (0.727, -0.885, 5.454)  0.11
H (0.170, 0.145, 8.187)  0.12
H (1.407, 0.525, 7.120)  0.11
H (1.206, -2.399, 7.974)  0.11
H (1.811, -1.124, 9.041)  0.11
H (3.475, -3.203, 8.440)  0.08
H (4.167, -1.653, 9.028)  0.08
H (4.789, -2.275, 7.564)  0.06
C (-6.460, -4.517, -5.553)  -0.12
O (-5.519, -3.497, -5.247)  -0.18
C (-5.698, -2.305, -5.971)  -0.23
C (-4.946, -1.065, -5.344)  -0.20
N (-3.543, -1.216, -5.034)  -0.04
C (-2.747, -1.687, -6.153)  -0.20
C (-1.291, -1.971, -5.775)  -0.21
O (-1.214, -2.668, -4.539)  -0.18
C (0.110, -3.086, -4.308)  -0.10
H (-6.794, -4.527, -6.591)  0.08
H (-7.421, -4.300, -5.088)  0.07
H (-6.101, -5.486, -5.208)  0.09
H (-6.718, -1.962, -6.144)  0.11
H (-5.184, -2.604, -6.884)  0.10
H (-5.544, -0.863, -4.456)  0.11
H (-5.083, -0.250, -6.055)  0.10
H (-3.219, -0.297, -4.772)  0.04
H (-2.775, -0.960, -6.964)  0.11
H (-3.226, -2.568, -6.579)  0.10
H (-0.696, -1.060, -5.726)  0.11
H (-0.939, -2.572, -6.614)  0.11
H (0.007, -3.567, -3.336)  0.09
H (0.735, -2.195, -4.238)  0.07
H (0.433, -3.708, -5.143)  0.09
C (-0.315, 2.370, 5.214)  -0.07
O (-0.058, 3.690, 4.693)  -0.23
C (0.021, 3.845, 3.249)  -0.16
C (0.579, 5.291, 2.992)  -0.20
N (1.818, 5.381, 3.672)  -0.07
C (2.938, 4.929, 2.863)  -0.20
C (4.207, 4.973, 3.674)  -0.20
O (4.457, 6.234, 4.284)  -0.18
C (5.255, 7.136, 3.611)  -0.16
H (-0.503, 1.684, 4.387)  0.07
H (-1.289, 2.440, 5.699)  0.09
H (0.546, 2.042, 5.796)  0.07
H (-0.931, 3.484, 2.860)  0.10
H (0.697, 3.087, 2.852)  0.09
H (-0.107, 6.082, 3.295)  0.11
H (0.697, 5.535, 1.936)  0.11
H (1.623, 4.875, 4.523)  0.10
H (3.025, 5.507, 1.943)  0.12
H (2.706, 3.919, 2.525)  0.11
H (5.092, 4.770, 3.071)  0.11
H (4.171, 4.208, 4.449)  0.12
H (4.628, 7.671, 2.898)  0.08
H (6.207, 6.838, 3.172)  0.08
H (5.531, 8.022, 4.183)  0.08
C (-0.820, 3.512, -1.285)  -0.10
O (-1.584, 2.534, -1.942)  -0.19
C (-2.749, 3.030, -2.593)  -0.20
C (-3.372, 1.866, -3.367)  -0.16
N (-2.382, 1.234, -4.281)  -0.06
C (-1.987, 2.032, -5.402)  -0.21
C (-3.134, 2.454, -6.298)  -0.16
O (-2.872, 3.526, -7.270)  -0.22
C (-2.382, 4.803, -6.744)  -0.09
H (-0.555, 4.364, -1.911)  0.09
H (0.139, 3.031, -1.093)  0.09
H (-1.200, 3.871, -0.329)  0.09
H (-2.469, 3.816, -3.295)  0.11
H (-3.544, 3.357, -1.923)  0.12
H (-4.354, 2.046, -3.805)  0.11
H (-3.540, 1.124, -2.587)  0.11
H (-1.571, 1.010, -3.722)  0.07
H (-1.294, 1.344, -5.886)  0.12
H (-1.332, 2.849, -5.101)  0.08
H (-4.022, 2.786, -5.760)  0.11
H (-3.424, 1.700, -7.030)  0.12
H (-2.298, 5.429, -7.632)  0.08
H (-1.452, 4.774, -6.177)  0.01
H (-3.193, 5.195, -6.129)  0.08
Br (4.131, 1.416, -3.467)  0.70
C (3.462, 3.148, -4.094)  -0.66
C (2.022, 2.911, -4.548)  -0.66
Br (1.371, 4.457, -5.634)  0.60
H (4.060, 3.442, -4.957)  0.05
H (3.502, 3.905, -3.312)  0.06
H (1.279, 2.877, -3.751)  0.03
H (1.966, 2.035, -5.195)  0.05
Br (0.841, -5.340, 5.206)  0.66
C (2.423, -4.135, 5.308)  -0.62
C (3.566, -4.775, 4.512)  -0.67
Br (5.221, -3.722, 4.708)  0.62
H (2.744, -4.019, 6.344)  0.03
H (2.083, -3.178, 4.914)  0.05
H (3.336, -4.742, 3.447)  0.03
H (3.809, -5.787, 4.836)  0.05
C (3.375, -2.207, -2.910)  -0.19
C (4.768, -2.454, -2.408)  -0.10
O (5.555, -2.300, -3.604)  0.06
C (4.786, -2.358, -4.694)  -0.51
O (5.194, -2.297, -5.862)  0.11
O (3.474, -2.354, -4.276)  0.05
H (3.066, -1.201, -2.625)  0.08
H (2.742, -2.992, -2.496)  0.13
H (4.768, -3.471, -2.017)  0.13
H (4.964, -1.785, -1.570)  0.14
C (1.676, -5.363, 0.370)  -0.12
C (0.684, -5.818, 1.433)  -0.09
O (-0.570, -5.445, 0.844)  0.09
C (-0.375, -4.682, -0.168)  -0.60
O (-1.300, -4.241, -0.913)  0.10
O (0.884, -4.621, -0.504)  0.08
H (2.101, -6.240, -0.119)  0.13
H (2.429, -4.764, 0.882)  0.12
H (0.787, -5.173, 2.306)  0.07
H (0.781, -6.901, 1.501)  0.14
C (-3.675, 0.295, 2.223)  -0.10
C (-2.723, 0.902, 1.264)  -0.11
O (-3.045, 2.270, 1.312)  0.07
C (-3.820, 2.567, 2.315)  -0.60
O (-4.152, 3.691, 2.613)  0.13
O (-4.258, 1.427, 2.880)  0.08
H (-3.274, -0.479, 2.877)  0.11
H (-4.449, -0.212, 1.648)  0.13
H (-2.778, 0.550, 0.233)  0.13
H (-1.701, 0.784, 1.623)  0.12

Values from the calculation:
**F_max**: 7.5 eV Å⁻¹
**HOMO-LUMO gap**: 7.42 eV
**Charge**: -1
**Molar mass**: 1359.52 g mol⁻¹

Question: The lowest F_max belongs to which entry?
Answer: C41H80B6F24N13O

Question: Which of these has the lowest molar mass?
Answer: C41H80B6F24N13O